(1)
{
  "formula": "C15H38IrN5O3PS2",
  "method": "ωB97M-V/def2-TZVPD",
  "spin_multiplicity": 6,
  "homo_energy_ha": [-0.4629, -0.5551],
  "total_charge": 2,
  "symbols": ["Ir", "N", "C", "C", "N", "C", "C", "N", "C", "C", "N", "H", "H", "H", "H", "H", "H", "H", "H", "H", "H", "H", "H", "H", "H", "H", "H", "H", "H", "N", "C", "O", "C", "C", "H", "H", "H", "H", "H", "H", "C", "C", "C", "O", "P", "S", "S", "O", "C", "C", "C", "H", "H", "H", "H", "H", "H", "H", "H", "H", "H", "H", "H", "H", "H"],
  "coordinates": [[-0.179, 1.680, -0.265], [-0.493, 4.085, -0.543], [0.008, 4.839, 0.618], [1.367, 4.295, 1.009], [1.286, 2.865, 1.370], [2.586, 2.166, 1.268], [3.139, 2.151, -0.145], [2.131, 1.642, -1.098], [0.735, 2.709, 2.739], [-0.225, 1.542, 2.832], [-1.222, 1.683, 1.755], [0.011, 4.359, -1.382], [-1.473, 4.287, -0.719], [-0.710, 4.726, 1.430], [0.089, 5.908, 0.412], [1.790, 4.878, 1.833], [2.038, 4.410, 0.159], [2.424, 1.139, 1.607], [3.323, 2.620, 1.939], [4.047, 1.545, -0.158], [3.435, 3.149, -0.460], [2.263, 0.647, -1.256], [2.236, 2.084, -2.005], [0.205, 3.625, 3.006], [1.544, 2.595, 3.464], [-0.684, 1.524, 3.822], [0.289, 0.592, 2.683], [-1.795, 2.512, 1.886], [-1.867, 0.898, 1.717], [-4.156, 0.477, -1.796], [-2.901, 0.843, -1.560], [-2.577, 1.398, -0.495], [-1.844, 0.549, -2.588], [-0.654, 1.473, -2.407], [-4.869, 0.654, -1.106], [-4.429, 0.082, -2.680], [-2.273, 0.609, -3.593], [-1.551, -0.494, -2.431], [-0.872, 2.481, -2.763], [0.236, 1.088, -2.900], [2.307, -4.052, 0.545], [1.077, -4.143, 1.412], [1.171, -3.389, 2.715], [-0.101, -3.711, 0.606], [-0.789, -2.348, 0.361], [-1.868, -1.711, 1.947], [0.475, -0.854, -0.006], [-1.820, -2.608, -0.769], [-1.719, -3.496, -1.969], [-2.050, -4.914, -1.575], [-0.381, -3.334, -2.652], [3.140, -4.515, 1.074], [2.568, -3.014, 0.331], [2.166, -4.586, -0.394], [0.835, -5.185, 1.605], [1.390, -2.331, 2.548], [1.992, -3.813, 3.294], [0.260, -3.480, 3.304], [-2.514, -3.091, -2.593], [-1.252, -5.362, -0.985], [-2.181, -5.502, -2.483], [-2.979, -4.955, -1.008], [0.433, -3.699, -2.023], [-0.182, -2.295, -2.919], [-0.388, -3.926, -3.567]],
  "atomic_forces_ev_per_a": [[0.0, 0.0, 0.0], [0.0, 0.1, 0.0], [0.0, 0.0, 0.0], [0.0, 0.0, 0.0], [0.0, 0.0, -0.1], [0.0, 0.0, 0.0], [0.0, 0.0, -0.1], [0.2, -0.1, 0.1], [0.0, 0.0, 0.0], [-0.1, 0.0, 0.0], [0.1, 0.0, 0.1], [0.0, 0.0, 0.0], [0.0, 0.0, 0.0], [0.0, 0.0, 0.0], [0.0, 0.0, 0.0], [0.0, 0.0, 0.0], [0.0, 0.0, 0.0], [0.0, 0.0, 0.0], [0.0, 0.0, 0.0], [0.0, 0.0, 0.0], [0.0, 0.0, 0.0], [0.0, 0.0, 0.0], [-0.1, 0.0, 0.0], [0.0, 0.0, 0.0], [0.0, 0.0, 0.0], [0.0, 0.0, 0.0], [0.0, 0.0, 0.0], [0.0, 0.0, 0.0], [0.0, 0.0, 0.0], [0.0, 0.0, 0.0], [0.0, 0.1, 0.1], [-0.2, 0.0, 0.0], [0.0, 0.0, -0.2], [0.0, 0.2, 0.3], [0.0, 0.0, 0.0], [0.0, 0.0, 0.0], [0.0, 0.0, 0.0], [0.0, 0.0, 0.0], [0.0, -0.1, -0.2], [0.0, 0.0, -0.1], [0.1, 0.0, 0.0], [-0.1, 0.0, 0.0], [0.0, 0.1, 0.0], [0.1, -0.2, 0.0], [-0.2, -0.2, 0.0], [0.1, 0.1, 0.0], [0.2, 0.0, 0.2], [-0.1, 0.0, -0.2], [0.0, 0.0, 0.1], [0.0, 0.0, 0.0], [0.0, 0.0, 0.0], [0.0, 0.0, 0.0], [0.0, 0.0, 0.0], [0.0, 0.0, 0.0], [0.0, 0.0, 0.0], [0.0, 0.0, 0.0], [0.0, 0.0, 0.0], [0.0, 0.0, 0.0], [0.0, 0.0, 0.0], [0.0, 0.0, 0.0], [0.0, 0.0, 0.0], [0.0, 0.0, 0.0], [0.0, 0.0, 0.0], [0.0, 0.0, 0.0], [0.0, 0.0, 0.0]],
  "nbo_charge": [1.384, -0.835, -0.234, -0.241, -0.454, -0.238, -0.244, -0.829, -0.241, -0.247, -0.825, 0.390, 0.405, 0.198, 0.228, 0.224, 0.211, 0.216, 0.220, 0.230, 0.210, 0.398, 0.403, 0.213, 0.228, 0.229, 0.215, 0.397, 0.424, -0.758, 0.705, -0.687, -0.530, -0.735, 0.424, 0.418, 0.238, 0.245, 0.208, 0.215, -0.639, 0.130, -0.651, -0.859, 1.777, -0.108, -0.587, -0.857, 0.130, -0.641, -0.650, 0.244, 0.212, 0.229, 0.216, 0.206, 0.249, 0.235, 0.203, 0.225, 0.241, 0.234, 0.220, 0.214, 0.250]
}

(2)
{
  "formula": "C15H39BeCl2N9O12",
  "method": "ωB97M-V/def2-TZVPD",
  "homo_energy_ha": -0.3415,
  "symbols": ["Be", "Cl", "Cl", "C", "N", "O", "O", "H", "H", "H", "C", "N", "O", "O", "H", "H", "H", "C", "N", "O", "O", "H", "H", "H", "O", "C", "N", "C", "H", "H", "H", "H", "H", "O", "C", "N", "C", "H", "H", "H", "H", "H", "O", "C", "N", "C", "H", "H", "H", "H", "H", "O", "C", "N", "C", "H", "H", "H", "H", "H", "O", "C", "N", "C", "H", "H", "H", "H", "H", "O", "C", "N", "C", "H", "H", "H", "H", "H"],
  "coordinates": [[-1.500, 0.602, 2.209], [0.162, 0.128, -0.391], [-1.107, -1.909, 3.826], [2.463, -2.537, 2.164], [3.135, -2.203, 3.454], [4.014, -1.330, 3.471], [2.716, -2.862, 4.422], [1.616, -1.859, 2.055], [2.082, -3.558, 2.169], [3.091, -2.447, 1.277], [1.321, 2.137, -3.358], [-0.108, 2.126, -3.869], [-0.665, 3.174, -3.967], [-0.687, 1.077, -4.104], [1.513, 1.416, -2.563], [1.657, 3.076, -2.918], [1.943, 1.970, -4.238], [-2.297, -1.638, -2.728], [-3.118, -0.992, -3.747], [-3.963, -0.195, -3.392], [-2.985, -1.414, -4.919], [-2.254, -2.703, -2.954], [-2.719, -1.406, -1.750], [-1.318, -1.165, -2.808], [-0.362, 3.070, 1.476], [0.330, 4.008, 1.041], [-0.074, 5.201, 0.972], [1.819, 3.674, 0.661], [-1.020, 5.546, 1.055], [0.539, 5.903, 0.583], [2.471, 3.887, 1.508], [2.152, 4.217, -0.223], [1.845, 2.622, 0.377], [0.669, 1.087, 3.533], [1.709, 1.187, 4.239], [2.699, 1.990, 3.907], [1.726, 0.606, 5.577], [2.468, 2.713, 3.241], [3.236, 2.405, 4.655], [1.244, 1.307, 6.258], [2.768, 0.557, 5.894], [1.363, -0.421, 5.540], [-3.054, 1.785, 0.643], [-3.692, 1.755, -0.415], [-3.074, 2.100, -1.467], [-5.181, 1.422, -0.489], [-2.095, 2.339, -1.395], [-3.498, 1.966, -2.374], [-5.416, 1.020, 0.496], [-5.303, 0.756, -1.343], [-5.818, 2.283, -0.693], [5.286, -0.844, -2.165], [4.473, -0.140, -1.569], [3.265, -0.593, -1.239], [4.805, 1.255, -1.087], [2.513, 0.011, -0.941], [2.994, -1.521, -1.531], [5.094, 1.869, -1.941], [5.601, 1.201, -0.344], [3.954, 1.806, -0.687], [1.931, -4.249, -2.856], [1.023, -3.740, -2.266], [0.859, -2.466, -2.460], [0.070, -4.419, -1.360], [0.284, -1.850, -1.903], [1.596, -2.086, -3.037], [-0.967, -4.157, -1.567], [0.301, -4.426, -0.294], [0.123, -5.471, -1.641], [-2.936, -0.992, 0.733], [-3.459, -2.082, 0.882], [-2.673, -3.116, 1.174], [-4.891, -2.308, 0.725], [-1.750, -2.981, 1.562], [-3.122, -4.014, 1.286], [-5.408, -2.152, 1.672], [-5.277, -3.280, 0.417], [-5.132, -1.726, -0.164]],
  "atomic_forces_ev_per_a": [[1.1, -1.4, -1.8], [-0.5, 0.3, 0.8], [-0.3, 1.8, -1.1], [-0.4, -0.1, -0.8], [0.1, -0.7, 0.6], [-1.5, -1.3, 0.2], [1.1, 1.6, -1.2], [0.0, 0.1, 0.1], [0.1, 0.2, 0.6], [0.4, 0.4, 0.5], [0.7, -0.2, -0.2], [-0.1, -1.3, 1.1], [-0.3, 2.1, -0.1], [1.2, -0.3, 0.2], [-0.6, -0.5, -0.5], [-0.9, 0.4, -0.4], [0.0, -0.3, 0.1], [0.5, 0.2, 0.5], [-0.8, -1.6, -2.5], [0.2, 0.4, -0.2], [-0.2, 1.2, 2.3], [0.1, 0.2, 0.0], [0.1, -0.1, -0.1], [-0.1, -0.2, 0.0], [0.0, 0.8, -0.3], [1.7, -6.7, 1.1], [-0.9, 5.8, -1.1], [-1.3, 0.3, -0.4], [-0.1, -0.8, 0.4], [0.1, -0.2, 0.0], [0.0, 0.0, -0.1], [0.1, 0.4, 0.2], [-0.1, -0.1, 0.4], [1.2, -0.1, 0.1], [-4.4, 0.0, -1.0], [1.4, 2.0, -0.5], [1.5, -0.9, 0.6], [-0.1, -0.4, -0.4], [0.3, -0.6, 0.1], [-0.5, -0.4, 0.0], [0.1, -0.2, 0.3], [-0.5, 0.3, 0.3], [0.4, -0.4, 2.4], [-1.4, -0.4, 3.0], [1.2, 0.9, -4.1], [1.0, 0.0, 0.1], [0.0, -0.2, -0.1], [0.3, 0.1, 0.0], [-0.3, -0.3, -0.4], [-0.3, -0.4, 0.3], [0.3, 0.2, 0.1], [-0.3, 0.7, 0.4], [1.4, -0.5, -0.5], [-1.3, -0.3, 0.1], [-0.3, 0.5, -0.4], [0.0, -0.1, 0.3], [0.2, 0.1, 0.0], [0.5, -0.2, 0.0], [0.0, 0.1, -0.2], [-0.2, -0.3, 0.4], [1.7, -2.4, -0.8], [-0.2, -0.5, 0.8], [-0.6, 3.5, -0.3], [-0.7, -1.9, -0.1], [0.2, 0.0, 0.2], [-0.3, 0.4, 0.0], [0.1, 0.5, 0.4], [0.0, 0.6, -0.1], [0.1, -0.1, 0.0], [0.0, 2.3, 0.3], [2.1, -1.3, 0.6], [-0.6, -1.5, 0.0], [-1.5, -0.5, -1.1], [0.0, 0.2, 0.1], [0.3, 0.1, 0.2], [-0.1, 0.9, -0.3], [0.9, -0.6, 0.2], [-0.8, 0.8, 0.7]],
  "lowdin_charge": [0.966, -0.133, -0.284, 0.023, -0.401, 0.041, 0.036, 0.064, 0.092, 0.087, 0.042, -0.432, 0.067, 0.044, 0.031, 0.086, 0.103, 0.023, -0.415, 0.041, 0.056, 0.102, 0.081, 0.054, -0.055, -0.598, 0.190, 0.007, 0.138, 0.123, 0.066, 0.069, 0.044, -0.080, -0.587, 0.191, -0.004, 0.090, 0.120, 0.104, 0.086, 0.082, -0.062, -0.615, 0.222, 0.022, 0.114, 0.114, 0.084, 0.067, 0.085, 0.022, -0.607, 0.155, -0.004, -0.034, 0.085, 0.081, 0.089, 0.047, 0.058, -0.676, 0.153, 0.004, -0.014, 0.118, 0.063, 0.081, 0.087, -0.065, -0.640, 0.180, 0.005, 0.027, 0.115, 0.106, 0.086, 0.086]
}

(3)
{
  "formula": "C15H39F3N2O8Zr",
  "method": "ωB97M-V/def2-TZVPD",
  "homo_energy_ha": -0.4565,
  "total_charge": 2,
  "symbols": ["Zr", "C", "O", "H", "H", "H", "C", "O", "O", "C", "F", "F", "F", "C", "C", "H", "H", "H", "H", "H", "H", "C", "C", "C", "O", "C", "N", "H", "H", "H", "H", "H", "H", "H", "H", "H", "H", "H", "C", "C", "C", "O", "C", "N", "H", "H", "H", "H", "H", "H", "H", "H", "H", "H", "H", "C", "C", "O", "O", "H", "H", "H", "H", "H", "H", "O", "H", "H"],
  "coordinates": [[1.391, 2.726, 3.541], [0.436, 0.990, 0.831], [0.799, 2.092, 1.680], [-0.312, 0.416, 1.376], [0.152, 1.291, -0.178], [1.220, 0.256, 0.598], [-1.607, 3.043, 4.481], [-1.552, 1.731, 3.935], [-0.363, 3.575, 4.206], [-2.796, 3.852, 3.958], [-3.914, 3.375, 4.525], [-2.647, 5.122, 4.298], [-3.000, 3.728, 2.651], [-2.649, 0.851, 4.177], [-2.380, -0.501, 3.551], [-1.812, -1.197, 4.170], [-3.327, -0.973, 3.297], [-1.795, -0.413, 2.631], [-3.582, 1.238, 3.774], [-2.900, 0.622, 5.220], [-1.680, 2.865, 5.561], [-3.251, -4.700, 3.234], [-2.530, -4.698, 1.894], [-0.997, -4.772, 2.089], [-0.348, -4.434, 0.868], [-0.551, -3.108, 0.461], [-2.961, -5.800, 1.047], [-2.970, -5.615, 3.773], [-4.333, -4.632, 3.236], [-2.795, -3.919, 3.851], [-2.756, -3.708, 1.486], [-0.740, -5.810, 2.291], [-0.641, -4.097, 2.881], [0.352, -2.681, 0.018], [-0.815, -2.407, 1.267], [-1.358, -3.082, -0.275], [-2.354, -5.824, 0.236], [-2.910, -6.658, 1.583], [2.770, 0.757, -6.035], [2.349, 2.183, -5.638], [0.855, 2.293, -5.326], [0.557, 1.692, -4.067], [-0.274, 2.454, -3.225], [3.021, 2.491, -4.346], [3.755, 0.809, -6.502], [2.049, 0.370, -6.761], [2.840, 0.059, -5.201], [2.648, 2.855, -6.441], [0.292, 1.718, -6.068], [0.482, 3.319, -5.385], [-1.157, 2.805, -3.772], [0.251, 3.392, -2.990], [-0.596, 1.893, -2.353], [2.392, 1.951, -3.755], [3.954, 2.103, -4.302], [3.953, -1.009, -2.614], [2.682, -0.438, -2.007], [3.013, 0.820, -1.392], [3.509, -1.914, -3.616], [4.522, -1.462, -1.797], [4.537, -0.193, -3.054], [2.243, -1.145, -1.285], [1.878, -0.343, -2.746], [2.205, 1.026, -0.910], [4.254, -2.467, -3.871], [1.676, 4.715, 2.531], [1.610, 5.541, 3.049], [2.006, 4.982, 1.651]],
  "atomic_forces_ev_per_a": [[-6.7, 1.3, -5.1], [-0.1, -1.2, -0.3], [2.5, 0.7, 4.5], [-0.4, 0.3, -0.4], [-0.6, 0.7, 0.4], [0.6, 0.5, 0.8], [-0.1, -2.5, 0.5], [0.7, 0.5, -0.2], [4.3, -1.0, -0.9], [-1.0, -0.1, 0.0], [0.3, 0.2, 0.5], [0.1, 0.2, -0.2], [0.8, 0.2, -0.2], [-1.3, -1.5, 0.1], [0.6, -0.2, -0.5], [-0.1, 0.2, 0.3], [0.0, -0.1, 0.0], [-0.3, 0.1, -0.1], [0.3, 0.3, -0.4], [0.6, 0.8, 0.3], [-0.4, 0.9, 0.1], [1.2, -0.7, 0.7], [0.1, 0.0, 0.7], [-0.7, 0.5, -0.4], [0.5, 0.1, 0.3], [-0.2, 0.3, -0.3], [-0.4, 1.0, -0.1], [-0.3, -0.1, 0.0], [0.0, 0.1, -0.4], [-0.4, 0.2, 0.0], [-0.1, -0.3, -0.7], [0.2, 0.1, 0.2], [0.0, -0.1, 0.1], [0.1, -0.4, -0.2], [-0.1, -0.3, 0.3], [0.0, 0.3, -0.1], [-0.1, -0.5, 0.0], [0.1, -0.1, -0.3], [-0.4, 0.2, -0.7], [0.8, -0.8, 1.3], [-0.5, -0.3, -0.9], [-0.1, -0.6, 0.4], [0.1, 1.2, -1.2], [-0.7, 0.5, -0.6], [0.0, -0.1, -0.1], [0.2, -0.2, -0.1], [-0.2, 0.1, 0.1], [-0.2, 0.2, 0.1], [0.0, 0.1, -0.1], [0.2, 0.1, 0.3], [-0.2, -0.4, 0.1], [0.0, -0.2, 0.6], [0.2, -0.2, 0.0], [0.8, 0.1, 0.8], [0.0, 0.0, -0.1], [-0.8, 0.2, -0.1], [-0.1, -0.2, -0.1], [-0.7, -0.4, 0.3], [0.5, -0.1, 0.4], [0.2, -0.2, -0.3], [0.0, 0.0, 0.1], [0.4, 0.0, 0.2], [0.4, 0.4, -0.4], [0.4, 0.5, -0.2], [-0.1, 0.0, -0.1], [0.5, -0.2, 0.9], [-0.2, -0.1, -0.1], [-0.1, -0.4, -0.1]],
  "lowdin_charge": [2.210, -0.087, -0.373, 0.075, 0.094, 0.089, -0.323, -0.108, -0.243, -0.584, 0.173, 0.201, 0.198, -0.228, -0.050, 0.083, 0.098, 0.048, 0.125, 0.143, 0.188, -0.064, -0.461, -0.189, -0.176, -0.131, 0.056, 0.086, 0.083, 0.060, 0.116, 0.133, 0.115, 0.072, 0.064, 0.098, 0.076, 0.080, -0.050, -0.378, -0.176, -0.232, -0.105, 0.054, 0.083, 0.082, 0.058, 0.137, 0.129, 0.127, 0.094, 0.093, 0.066, 0.028, 0.067, -0.237, -0.240, -0.078, -0.055, 0.125, 0.118, 0.107, 0.115, 0.021, 0.100, -0.079, 0.136, 0.147]
}

Number 1: largest force on an atom 0.007 Eh/bohr. Number 2: largest force on an atom 0.136 Eh/bohr. Number 3: largest force on an atom 0.166 Eh/bohr.